C35H55BF5N2P2TeY | wB97M-V/def2-TZVPD

Positions of all 102 atoms, in Å:
1 Y 0.77 0.39 -0.43
2 C -2.03 2.47 1.58
3 C -0.99 3.55 1.27
4 C -1.16 4.01 -0.18
5 C -1.25 4.73 2.21
6 P 0.67 2.71 1.46
7 C 0.52 1.93 3.14
8 N 0.24 0.53 3.03
9 B 0.25 -0.29 1.83
10 N 0.13 -1.63 2.36
11 C 0.11 -2.84 1.58
12 P 0.82 -2.56 -0.12
13 C -0.47 -3.40 -1.19
14 C 0.00 -3.49 -2.64
15 C -0.91 -4.80 -0.73
16 C -1.68 -2.45 -1.15
17 C 2.42 -3.51 -0.05
18 C 3.21 -2.90 1.12
19 C 3.20 -3.28 -1.35
20 C 2.26 -5.01 0.17
21 C 0.04 -1.61 3.74
22 C -0.10 -2.64 4.65
23 C -0.14 -2.31 6.01
24 C -0.04 -0.99 6.42
25 C 0.09 0.05 5.50
26 C 0.13 -0.27 4.16
27 C 2.05 3.95 1.74
28 C 3.36 3.15 1.83
29 C 1.91 4.79 3.01
30 C 2.14 4.89 0.53
31 H -3.02 2.83 1.29
32 H -2.06 2.21 2.64
33 H -1.85 1.53 1.05
34 H -2.18 4.38 -0.32
35 H -1.00 3.21 -0.90
36 H -0.47 4.82 -0.44
37 H -2.31 5.00 2.16
38 H -0.68 5.61 1.90
39 H -1.01 4.51 3.25
40 H -0.26 2.45 3.72
41 H 1.45 2.11 3.68
42 H -0.91 -3.23 1.49
43 H 0.69 -3.63 2.09
44 H 0.76 -4.25 -2.77
45 H 0.39 -2.53 -3.01
46 H -0.85 -3.76 -3.27
47 H -0.16 -5.55 -0.97
48 H -1.83 -5.07 -1.27
49 H -1.13 -4.87 0.33
50 H -1.41 -1.49 -1.57
51 H -2.08 -2.32 -0.14
52 H -2.47 -2.85 -1.78
53 H 3.15 -1.82 1.16
54 H 4.26 -3.17 1.01
55 H 2.87 -3.29 2.08
56 H 3.37 -2.22 -1.53
57 H 2.68 -3.68 -2.21
58 H 4.16 -3.78 -1.28
59 H 1.56 -5.26 0.97
60 H 3.23 -5.44 0.45
61 H 1.93 -5.52 -0.74
62 H -0.18 -3.67 4.33
63 H -0.24 -3.09 6.74
64 H -0.07 -0.76 7.48
65 H 0.17 1.08 5.83
66 H 3.40 2.51 2.71
67 H 4.18 3.87 1.91
68 H 3.53 2.54 0.95
69 H 1.73 4.20 3.91
70 H 1.11 5.53 2.93
71 H 2.84 5.34 3.17
72 H 2.19 4.35 -0.41
73 H 3.06 5.48 0.62
74 H 1.30 5.59 0.49
75 C -6.18 -0.17 -5.11
76 C -4.76 0.01 -4.65
77 C -3.69 -0.12 -5.52
78 C -2.37 0.05 -5.10
79 C -1.28 -0.13 -6.11
80 C -2.10 0.37 -3.76
81 Te -0.05 0.72 -3.26
82 C -3.18 0.50 -2.87
83 C -3.05 0.87 -1.43
84 C -4.48 0.32 -3.33
85 H -6.22 -0.41 -6.17
86 H -6.76 0.74 -4.96
87 H -6.67 -0.97 -4.56
88 H -3.88 -0.38 -6.55
89 H -1.67 -0.58 -7.02
90 H -0.47 -0.75 -5.72
91 H -0.83 0.83 -6.37
92 H -2.04 0.66 -1.07
93 H -3.75 0.31 -0.81
94 H -3.23 1.93 -1.27
95 H -5.30 0.43 -2.63
96 F 3.25 0.37 0.34
97 C 3.10 0.49 -1.09
98 F 2.70 1.86 -1.19
99 C 4.52 0.49 -1.63
100 F 5.29 1.44 -1.06
101 F 5.12 -0.68 -1.40
102 F 4.52 0.71 -2.94

HOMO-LUMO gap ... 7.49 eV
HOMO energy ... -7.09 eV

Atom charges from the Mulliken analysis, given in e for atoms 1 to 6: atom 1 (Y): -1.050, atom 2 (C): -1.806, atom 3 (C): 2.079, atom 4 (C): -1.568, atom 5 (C): -1.942, atom 6 (P): 0.741

---

C35H55HgN2O2P2 | wB97M-V/def2-TZVPD

Positions of all 97 atoms, in Å:
1 C 2.52 1.46 -1.72
2 C 2.26 2.17 0.48
3 C 3.64 2.28 -1.95
4 C 3.50 2.86 0.36
5 C 4.19 2.92 -0.84
6 H 4.04 2.36 -2.96
7 H 3.86 3.36 1.27
8 H 5.12 3.47 -0.92
9 N 1.94 1.31 -0.53
10 P 1.00 -0.79 -2.55
11 P -0.14 1.85 2.14
12 C 1.73 0.85 -2.88
13 H 0.88 1.53 -3.03
14 H 2.35 0.84 -3.80
15 C -2.59 -1.35 -0.19
16 O -3.14 -1.11 0.80
17 C 1.39 2.48 1.57
18 H 1.82 3.19 2.30
19 C -1.06 3.43 2.75
20 C -0.07 0.51 3.53
21 C -0.47 -1.00 -3.69
22 C 2.43 -1.97 -2.68
23 C -2.49 3.30 2.19
24 H -3.04 2.49 2.70
25 H -3.03 4.25 2.36
26 H -2.49 3.10 1.12
27 C -1.12 3.64 4.27
28 H -1.58 2.81 4.82
29 H -0.13 3.84 4.70
30 H -1.74 4.54 4.45
31 C -0.38 4.68 2.18
32 H -1.07 5.54 2.29
33 H 0.55 4.91 2.72
34 H -0.14 4.58 1.12
35 C -1.51 0.29 4.04
36 H -2.14 -0.08 3.22
37 H -1.50 -0.48 4.83
38 H -1.98 1.19 4.45
39 C 0.42 -0.85 3.01
40 H -0.27 -1.28 2.28
41 H 1.42 -0.80 2.56
42 H 0.46 -1.55 3.86
43 C 0.92 1.00 4.59
44 H 0.57 1.89 5.12
45 H 1.09 0.20 5.34
46 H 1.89 1.24 4.13
47 C 1.89 -3.41 -2.78
48 H 2.76 -4.10 -2.77
49 H 1.24 -3.67 -1.93
50 H 1.35 -3.58 -3.72
51 C 3.34 -1.86 -1.43
52 H 3.74 -0.85 -1.30
53 H 2.82 -2.16 -0.51
54 H 4.19 -2.55 -1.57
55 C 3.26 -1.60 -3.92
56 H 3.99 -2.41 -4.08
57 H 2.64 -1.52 -4.82
58 H 3.81 -0.67 -3.77
59 C -1.30 0.29 -3.70
60 H -0.82 1.08 -4.30
61 H -2.27 0.09 -4.16
62 H -1.48 0.70 -2.70
63 C -1.36 -2.17 -3.21
64 H -1.82 -1.99 -2.22
65 H -2.17 -2.29 -3.94
66 H -0.80 -3.12 -3.17
67 C 0.03 -1.33 -5.09
68 H 0.67 -0.54 -5.51
69 H 0.56 -2.29 -5.14
70 H -0.85 -1.42 -5.74
71 Hg 0.11 -0.98 -0.37
72 N -0.86 1.51 0.09
73 C -0.53 2.60 -0.36
74 C -0.81 3.67 -1.26
75 C -2.06 3.63 -1.92
76 C -0.02 4.83 -1.32
77 C -2.58 4.78 -2.51
78 H -2.62 2.69 -1.93
79 C -0.56 5.99 -1.87
80 H 0.98 4.80 -0.90
81 C -1.84 5.96 -2.45
82 H -3.56 4.74 -3.01
83 H 0.02 6.92 -1.87
84 H -2.25 6.88 -2.88
85 C -0.25 -5.51 1.33
86 C 1.16 -5.21 1.88
87 C 1.59 -3.95 1.15
88 O 0.41 -3.31 0.63
89 C -0.74 -4.17 0.78
90 H -0.20 -6.22 0.50
91 H -0.93 -5.90 2.09
92 H 1.85 -6.03 1.71
93 H 1.11 -5.00 2.95
94 H 2.10 -3.23 1.79
95 H 2.25 -4.18 0.30
96 H -1.24 -4.27 -0.20
97 H -1.45 -3.68 1.47

HOMO-LUMO gap (alpha / beta) ... 6.08 / 5.41 eV
Net charge ... +1
HOMO energy (alpha / beta) ... -9.02 / -8.68 eV
Energy relative to the best compared isomer or geometry (same formula, charge and spin) ... 27.6 kJ/mol

Atom charges from the Mulliken analysis, given in e for atoms 1 to 6: atom 1 (C): -0.308, atom 2 (C): -0.054, atom 3 (C): -1.026, atom 4 (C): -1.062, atom 5 (C): -0.933, atom 6 (H): 0.506

---

C35H55IN2O2PPd | wB97M-V/def2-TZVPD

Positions of all 97 atoms, in Å:
1 Pd 0.43 0.23 -0.98
2 C -2.75 6.76 -0.41
3 C -1.63 5.82 -0.62
4 C -0.30 6.21 -0.40
5 C 0.76 5.36 -0.59
6 C 2.16 5.76 -0.37
7 C 0.52 3.97 -1.11
8 C -0.92 3.51 -1.28
9 C -1.93 4.51 -1.06
10 N -1.12 2.27 -1.57
11 C -2.45 1.70 -1.95
12 C -2.15 0.32 -2.52
13 C -3.15 2.51 -3.05
14 C -3.31 1.54 -0.70
15 H -2.45 7.65 0.13
16 H -3.58 6.27 0.10
17 H -3.13 7.06 -1.40
18 H -0.11 7.22 -0.05
19 H 2.25 6.59 0.33
20 H 2.54 6.12 -1.34
21 H 2.79 4.93 -0.07
22 H 1.05 3.87 -2.06
23 H -2.97 4.25 -1.16
24 H -1.60 0.38 -3.46
25 H -3.07 -0.24 -2.68
26 H -1.57 -0.29 -1.80
27 H -2.45 2.84 -3.81
28 H -3.73 3.36 -2.69
29 H -3.87 1.85 -3.54
30 H -2.88 0.80 -0.01
31 H -4.30 1.17 -1.00
32 H -3.46 2.46 -0.14
33 I 1.28 -2.05 -6.44
34 C 2.09 -1.47 -4.64
35 C 3.45 -1.54 -4.37
36 C 3.93 -1.14 -3.14
37 C 3.04 -0.68 -2.19
38 N 1.72 -0.61 -2.43
39 C 1.26 -0.99 -3.63
40 H 4.14 -1.91 -5.13
41 H 4.98 -1.18 -2.91
42 H 3.37 -0.34 -1.21
43 H 0.19 -0.93 -3.78
44 O 1.76 2.09 -0.88
45 O 1.15 3.03 -0.20
46 C 3.90 -3.16 2.78
47 C 3.91 -1.64 2.65
48 C 2.50 -1.10 2.35
49 C 1.69 -2.13 1.53
50 C 2.62 -2.91 0.60
51 C 3.49 -3.83 1.47
52 P 0.20 -1.41 0.80
53 C -0.94 -2.66 0.11
54 C -1.16 -3.86 1.10
55 C -0.52 -5.14 0.58
56 C -1.12 -5.57 -0.76
57 C -1.49 -4.37 -1.63
58 C -0.60 -3.17 -1.30
59 C -0.75 -0.39 1.98
60 C -1.20 -1.16 3.26
61 C -1.71 -0.17 4.33
62 C -2.33 1.06 3.68
63 C -1.27 1.85 2.90
64 C -0.14 0.95 2.40
65 H 3.22 -3.44 3.59
66 H 4.89 -3.51 3.08
67 H 4.60 -1.34 1.86
68 H 4.28 -1.18 3.56
69 H 2.57 -0.16 1.80
70 H 1.97 -0.88 3.28
71 H 1.24 -2.86 2.22
72 H 3.25 -2.20 0.07
73 H 2.09 -3.49 -0.16
74 H 4.37 -4.13 0.89
75 H 2.93 -4.75 1.68
76 H -1.89 -2.11 0.03
77 H -2.24 -4.01 1.21
78 H -0.80 -3.63 2.10
79 H -0.64 -5.93 1.32
80 H 0.56 -5.00 0.49
81 H -2.01 -6.18 -0.58
82 H -0.42 -6.21 -1.29
83 H -2.53 -4.08 -1.47
84 H -1.40 -4.62 -2.69
85 H -0.73 -2.37 -2.03
86 H 0.45 -3.47 -1.37
87 H -1.65 -0.17 1.40
88 H -0.36 -1.73 3.66
89 H -1.99 -1.87 3.00
90 H -0.89 0.13 4.98
91 H -2.43 -0.68 4.97
92 H -2.80 1.69 4.43
93 H -3.14 0.74 3.01
94 H -0.84 2.63 3.54
95 H -1.74 2.36 2.05
96 H 0.60 0.78 3.19
97 H 0.41 1.43 1.58

HOMO-LUMO gap (alpha / beta) ... 5.76 / 3.97 eV
Net charge ... +3
Spin multiplicity ... 5
HOMO energy (alpha / beta) ... -15.93 / -15.93 eV
Energy relative to the best compared isomer or geometry (same formula, charge and spin) ... 119.3 kJ/mol

Atom charges from the Mulliken analysis, given in e for atoms 1 to 6: atom 1 (Pd): 0.299, atom 2 (C): -1.606, atom 3 (C): 0.302, atom 4 (C): -0.645, atom 5 (C): 0.233, atom 6 (C): -1.629